Below is 11 unconnected molecules or ions with the total composition C54H103N5O26 in a non-equilibrium geometry, with properties calculated with ωB97M-V/def2-TZVPD.

```
188
Properties=species:S:1:pos:R:3:forces:R:3:lowdin_charge:R:1
O -1.947 4.437 7.772 -0.1 0.2 0.6 0.036
C -2.925 4.185 6.851 0.3 -0.5 -0.6 -0.334
C -2.631 4.059 5.495 -0.3 0.2 0.2 -0.022
C -3.635 3.739 4.597 -0.4 -0.7 -0.5 -0.018
C -4.925 3.437 5.020 0.4 0.1 0.6 -0.323
O -5.915 2.993 4.204 -0.5 0.1 -0.1 0.041
C -5.208 3.577 6.375 -0.1 0.3 0.1 -0.014
C -4.223 3.948 7.281 -0.2 0.2 -0.1 -0.020
H -1.102 4.594 7.345 -0.1 0.0 -0.2 0.096
H -1.627 4.214 5.116 0.1 0.0 0.1 0.111
H -3.426 3.577 3.547 0.2 0.2 0.0 0.095
H -5.607 2.835 3.304 0.4 0.0 0.1 0.056
H -6.217 3.466 6.750 0.0 -0.3 -0.2 0.116
H -4.508 4.072 8.317 0.2 0.0 0.1 0.115
O -3.324 -3.297 -6.162 -0.5 -0.1 -0.2 0.037
C -3.077 -3.002 -4.848 0.2 -0.1 -0.2 -0.331
C -1.835 -2.517 -4.440 -0.1 0.3 0.1 -0.021
C -1.584 -2.262 -3.102 -0.3 0.2 0.1 -0.017
C -2.564 -2.529 -2.150 0.8 0.2 -0.3 -0.326
O -2.262 -2.200 -0.857 -0.4 -0.7 -0.1 0.011
C -3.762 -3.075 -2.568 -0.9 0.3 0.2 -0.017
C -4.070 -3.263 -3.913 0.8 -0.3 0.5 0.000
H -2.722 -2.846 -6.760 0.2 0.1 0.2 0.099
H -1.072 -2.292 -5.177 0.0 -0.1 -0.1 0.111
H -0.674 -1.787 -2.753 0.1 -0.1 -0.1 0.096
H -2.938 -2.618 -0.283 0.0 0.7 0.1 0.057
H -4.564 -3.238 -1.853 0.2 -0.1 0.1 0.118
H -5.026 -3.702 -4.156 0.0 0.1 -0.4 0.120
C 2.119 0.187 2.818 0.7 -0.2 0.3 -0.079
O 3.258 0.950 2.456 -0.1 0.0 -0.2 -0.240
C 4.427 0.647 3.201 0.2 0.2 0.3 -0.201
C 5.207 -0.546 2.623 -0.6 0.3 0.0 -0.184
N 5.353 -0.504 1.160 -0.1 0.4 0.1 -0.034
C 6.077 0.676 0.659 -0.3 -0.1 -0.2 -0.208
C 7.495 0.839 1.164 -0.4 1.1 0.3 -0.205
O 7.483 1.317 2.514 0.2 -0.2 0.1 -0.228
C 8.547 2.223 2.772 -0.3 -0.2 -0.8 -0.098
H 1.696 0.528 3.768 0.0 0.1 0.0 0.102
H 2.409 -0.862 2.930 -0.3 -0.1 -0.1 0.091
H 1.389 0.304 2.026 -0.1 -0.1 0.0 0.038
H 4.149 0.435 4.241 0.1 0.0 0.0 0.127
H 5.032 1.553 3.201 0.0 0.0 -0.1 0.112
H 4.606 -1.428 2.862 0.3 -0.3 -0.1 0.101
H 6.175 -0.605 3.114 0.0 -0.1 0.0 0.112
H 4.393 -0.336 0.866 0.1 -0.3 -0.3 0.050
H 5.506 1.602 0.829 0.3 0.1 0.5 0.116
H 6.108 0.656 -0.436 0.1 -0.5 0.0 0.116
H 7.918 1.644 0.551 0.3 -0.3 -0.1 0.117
H 8.111 -0.058 1.099 -0.1 -0.1 -0.2 0.131
H 8.311 3.171 2.273 0.1 0.2 0.4 0.089
H 9.481 1.879 2.315 0.1 -0.2 0.3 0.086
H 8.664 2.325 3.845 0.0 0.1 0.0 0.087
C 2.435 9.038 1.704 -1.2 -0.1 0.5 -0.099
O 1.323 9.116 0.822 0.5 -0.3 0.0 -0.197
C 1.663 9.099 -0.556 -1.0 0.1 0.0 -0.223
C 2.264 7.789 -1.032 0.0 0.2 0.1 -0.240
N 1.370 6.692 -0.696 0.3 -0.4 0.5 -0.037
C 2.006 5.394 -0.939 0.3 0.7 -0.3 -0.219
C 1.299 4.246 -0.271 0.0 -0.3 0.5 -0.219
O 1.367 4.316 1.150 -0.2 -0.1 -0.2 -0.194
C 2.623 3.940 1.678 0.2 0.5 0.4 -0.100
H 3.092 8.209 1.442 0.4 0.3 -0.1 0.075
H 2.006 8.797 2.681 0.1 0.0 -0.1 0.090
H 2.898 10.019 1.830 0.5 -0.1 -0.4 0.089
H 2.258 9.981 -0.817 0.3 -0.2 0.0 0.122
H 0.688 9.189 -1.043 0.1 0.2 -0.1 0.125
H 3.272 7.671 -0.599 0.0 -0.2 -0.2 0.105
H 2.354 7.839 -2.121 0.2 0.1 0.0 0.120
H 1.230 6.741 0.313 -0.3 0.1 -0.1 0.107
H 3.050 5.447 -0.590 0.1 -0.3 -0.1 0.106
H 2.058 5.223 -2.020 -0.1 -0.1 0.0 0.117
H 1.749 3.297 -0.595 0.0 0.0 -0.1 0.106
H 0.235 4.220 -0.514 0.0 0.2 -0.1 0.125
H 3.400 4.669 1.418 0.0 -0.1 -0.1 0.082
H 2.932 2.933 1.401 -0.1 0.0 -0.2 0.067
H 2.536 3.975 2.764 -0.1 -0.1 0.0 0.096
C 1.647 -9.892 1.159 -0.6 -0.7 0.9 -0.138
O 2.371 -8.716 0.986 -0.2 0.2 -0.4 -0.178
C 2.990 -8.232 2.151 0.2 0.1 -0.4 -0.239
C 3.738 -6.956 1.811 0.8 -0.5 0.8 -0.231
N 2.904 -5.863 1.324 0.9 -0.3 0.7 -0.029
C 3.688 -4.628 1.323 -0.6 1.0 -0.1 -0.204
C 2.834 -3.526 0.720 -0.3 -0.2 -0.7 -0.228
O 1.635 -3.479 1.470 0.1 0.7 0.3 -0.204
C 0.670 -2.642 0.846 0.0 -1.5 -0.4 -0.080
H 2.256 -10.801 1.271 0.3 0.2 -0.1 0.087
H 0.958 -10.080 0.337 0.2 0.4 -0.2 0.078
H 1.031 -9.847 2.071 0.0 0.1 -0.1 0.085
H 3.702 -8.979 2.527 0.1 0.1 0.1 0.125
H 2.277 -8.044 2.969 -0.2 0.0 -0.2 0.120
H 4.580 -7.191 1.153 -0.4 0.1 -0.6 0.122
H 4.285 -6.712 2.746 -0.3 0.3 0.0 0.119
H 2.200 -5.749 2.048 -0.3 0.2 -0.3 0.099
H 4.612 -4.736 0.757 0.0 -0.2 -0.1 0.125
H 3.955 -4.262 2.327 0.2 -0.4 0.1 0.119
H 2.583 -3.765 -0.327 0.0 -0.2 0.1 0.115
H 3.311 -2.537 0.660 0.3 -0.2 0.5 0.096
H -0.254 -2.740 1.411 0.1 0.5 0.2 0.074
H 0.449 -3.115 -0.118 -0.1 0.5 -0.3 0.096
H 1.023 -1.619 0.716 -0.2 0.0 0.1 0.061
C 2.410 0.160 -0.763 -0.3 0.7 -0.5 -0.104
O 1.470 -0.116 -1.778 -0.4 -0.4 0.2 -0.200
C 1.448 0.771 -2.883 0.0 -0.4 -0.4 -0.212
C 2.600 0.575 -3.860 -0.2 0.2 0.1 -0.198
N 2.379 -0.527 -4.812 0.4 0.2 0.2 -0.041
C 2.164 -1.844 -4.210 0.0 -0.4 0.1 -0.191
C 3.297 -2.326 -3.307 -0.1 0.1 -0.1 -0.197
O 4.496 -2.501 -4.053 -0.1 0.3 0.3 -0.178
C 4.667 -3.787 -4.553 0.0 -1.1 -1.0 -0.140
H 2.826 -0.775 -0.390 0.1 0.0 -0.2 0.059
H 1.936 0.677 0.078 0.0 0.1 0.0 0.067
H 3.170 0.834 -1.171 0.4 -0.2 0.3 0.097
H 1.355 1.817 -2.572 0.2 0.0 0.2 0.105
H 0.534 0.543 -3.436 -0.1 0.0 0.1 0.120
H 3.565 0.471 -3.347 -0.1 0.1 0.2 0.110
H 2.649 1.517 -4.416 0.1 -0.2 -0.3 0.112
H 3.262 -0.596 -5.310 -0.2 -0.1 -0.3 0.103
H 2.051 -2.559 -5.030 0.0 0.0 0.0 0.116
H 1.224 -1.879 -3.658 0.1 0.2 0.0 0.087
H 3.051 -3.251 -2.775 -0.2 0.0 -0.1 0.118
H 3.498 -1.571 -2.550 0.1 0.0 0.1 0.099
H 5.610 -3.814 -5.098 0.1 0.0 0.3 0.088
H 3.927 -4.127 -5.301 -0.2 0.6 0.1 0.086
H 4.632 -4.596 -3.811 0.3 0.4 0.4 0.089
C -1.932 -7.990 0.250 -0.8 -0.4 0.2 -0.090
O -2.371 -7.688 1.568 0.7 0.0 -0.4 -0.192
C -1.386 -7.004 2.323 -0.7 0.5 0.6 -0.218
C -1.162 -5.536 1.952 0.4 -0.8 0.7 -0.220
N -2.258 -4.679 2.416 0.4 0.3 -0.8 -0.035
C -3.392 -4.710 1.484 -0.2 0.3 0.0 -0.190
C -4.394 -3.591 1.768 0.0 -0.8 0.7 -0.207
O -4.174 -2.422 1.000 -0.3 -0.5 -0.1 -0.231
C -5.387 -1.687 0.804 0.8 0.8 1.1 -0.058
H -2.778 -8.472 -0.245 0.1 0.0 0.0 0.089
H -1.115 -8.714 0.290 0.3 0.2 -0.2 0.074
H -1.690 -7.099 -0.331 0.3 0.0 0.1 0.081
H -0.409 -7.499 2.403 -0.1 -0.4 -0.6 0.107
H -1.801 -7.015 3.335 0.1 0.1 0.0 0.127
H -0.888 -5.407 0.898 -0.2 0.0 -0.1 0.113
H -0.246 -5.335 2.518 -0.1 0.6 0.0 0.110
H -1.895 -3.729 2.362 -0.1 0.0 0.3 0.088
H -3.923 -5.653 1.599 0.2 -0.1 0.0 0.118
H -3.061 -4.637 0.435 -0.1 -0.1 0.0 0.118
H -4.335 -3.370 2.843 0.0 0.2 -0.1 0.131
H -5.398 -4.004 1.629 -0.1 0.3 -0.4 0.122
H -6.097 -2.229 0.186 -0.1 0.1 -0.1 0.095
H -5.094 -0.705 0.434 -0.1 -0.2 -0.7 0.078
H -5.793 -1.444 1.795 -0.3 -0.4 -0.1 0.099
O -1.197 2.690 -3.129 0.2 0.0 0.1 0.138
C -0.801 3.384 -4.014 -0.8 0.2 -0.4 -0.561
O -0.065 2.963 -5.054 0.5 -0.1 0.3 0.058
C 0.328 4.075 -5.869 -0.2 -0.1 0.1 -0.089
C -0.527 5.226 -5.318 -0.1 0.3 -1.0 -0.108
O -1.146 4.680 -4.163 0.5 0.0 0.5 0.077
H 1.391 4.275 -5.744 0.0 -0.2 0.1 0.127
H 0.134 3.785 -6.899 -0.1 0.2 0.0 0.132
H -1.317 5.560 -5.992 0.0 -0.2 -0.1 0.132
H 0.086 6.104 -5.118 -0.1 -0.1 0.5 0.128
O -4.461 2.037 1.796 -0.1 0.2 0.0 0.142
C -3.386 1.786 1.340 0.3 -0.4 -0.2 -0.541
O -2.234 1.778 2.031 0.1 0.0 0.3 0.087
C -1.139 1.501 1.157 0.5 0.3 -0.8 -0.077
C -1.838 1.111 -0.160 1.9 -1.1 0.7 -0.106
O -3.185 1.422 0.063 -0.8 0.7 -0.1 0.073
H -0.483 2.369 1.044 -0.4 0.3 0.2 0.116
H -0.464 0.721 1.503 -0.6 -0.3 0.5 0.102
H -1.739 0.030 -0.280 -0.2 0.1 -0.3 0.118
H -1.343 1.615 -0.987 -0.7 0.2 -0.3 0.109
O -6.994 5.701 -1.810 -0.1 -0.1 -0.1 0.158
C -7.263 4.759 -1.138 -0.2 -0.1 0.3 -0.575
O -7.677 4.834 0.146 0.3 0.3 0.2 0.061
C -7.856 3.532 0.699 0.1 -0.3 -0.5 -0.087
C -7.277 2.608 -0.391 -0.4 0.3 0.3 -0.098
O -7.218 3.471 -1.529 0.3 0.0 -0.4 0.055
H -7.325 3.456 1.643 -0.1 0.1 0.1 0.117
H -8.926 3.367 0.822 0.0 0.0 0.2 0.130
H -7.953 1.788 -0.611 0.2 -0.1 -0.1 0.124
H -6.267 2.260 -0.172 -0.1 -0.1 0.1 0.116
O -7.055 -0.188 -2.041 0.1 0.2 0.5 0.147
C -6.111 0.381 -2.493 0.1 -0.2 -1.4 -0.583
O -4.830 0.144 -2.194 -0.1 -0.4 1.3 0.048
C -3.947 0.782 -3.081 -0.3 0.5 -1.4 -0.097
C -4.894 1.701 -3.917 0.9 -0.4 0.7 -0.083
O -6.183 1.262 -3.515 -0.4 0.4 0.0 0.063
H -3.219 1.402 -2.570 0.1 -0.3 0.2 0.093
H -3.482 0.008 -3.693 0.2 0.1 0.1 0.125
H -4.798 1.585 -4.992 0.0 -0.1 0.0 0.127
H -4.675 2.730 -3.630 -0.6 0.1 -0.1 0.129
```
Positions in Å, forces in eV/Å.

Properties
largest force on an atom = 2.31 eV/Å
energy above the lowest of the compared OMol25 structures with the same formula, charge and spin = 0.0 kcal per mole
orbital gap = 0.2750 hartree
LUMO level = 0.0 eV
structure (SMILES) = Oc1ccc(O)cc1.Oc1ccc(O)cc1.COCCNCCOC.COCCNCCOC.COCCNCCOC.COCCNCCOC.COCCNCCOC.O=C1OCCO1.O=C1OCCO1.O=C1OCCO1.O=C1OCCO1